Computed, not measured: 8 unconnected molecules or ions with the total composition C32H48O24, with the ωB97M-V functional and the def2-TZVPD basis.

Summary:
E_HOMO (spin up / spin down)	-11.91 / -11.91	eV
LUMO level (spin up / spin down)	-4.20 / -9.85	eV
strongest force on any atom	6.7	eV/A
ΔE to the lowest compared entry with this formula, charge and spin	272.6	kJ/mol
net charge	+1
gap between HOMO and LUMO (spin up / spin down)	7.71 / 2.05	eV
multiplicity	2

Element x y z (Å)
C 0.41358 0.27485 -5.62392
C -0.16864 1.56350 -6.14187
C -0.94862 2.40161 -5.06009
O 0.00274 3.18943 -4.44676
C 0.99189 3.37354 -5.26746
O 1.91424 4.16012 -5.14440
O 0.86212 2.48803 -6.21583
H -0.37966 -0.20661 -5.05202
H 1.47540 0.37162 -5.39749
H 0.36017 -0.50199 -6.38665
H -0.50688 1.71827 -7.16643
H -1.35827 1.69269 -4.34056
H -1.85853 2.92042 -5.36175
C -1.22778 -2.22276 -2.96863
C -1.50280 -3.33530 -4.04348
C -2.92787 -3.62316 -4.41452
O -2.98258 -3.42730 -5.83401
C -1.86134 -2.84528 -6.24500
O -1.66545 -2.59318 -7.41097
O -1.02215 -2.76300 -5.23892
H -0.16176 -2.00727 -2.89600
H -1.58783 -2.74037 -2.07951
H -1.73705 -1.25912 -2.98010
H -0.90811 -4.21019 -3.78078
H -3.67521 -3.03181 -3.88547
H -3.07913 -4.64838 -4.07666
C -3.94606 -3.80633 -0.63444
C -4.46240 -5.04024 0.21608
C -5.16061 -4.78869 1.59673
O -6.11750 -5.81753 1.70586
C -6.36191 -6.28020 0.50434
O -7.17259 -7.19833 0.23857
O -5.63226 -5.61345 -0.42177
H -3.89726 -4.06598 -1.69194
H -2.93882 -3.53310 -0.31993
H -4.65027 -2.97540 -0.59268
H -3.68499 -5.80423 0.22307
H -5.62698 -3.80759 1.68640
H -4.48387 -4.91681 2.44154
C 5.65356 1.07494 -0.32101
C 5.83845 1.23933 -1.82590
C 6.75112 0.21841 -2.61674
O 5.83029 -0.21008 -3.65563
C 4.57249 0.05774 -3.35757
O 3.64367 -0.30790 -3.98478
O 4.51341 1.01399 -2.44789
H 6.58050 1.44536 0.11679
H 5.38103 0.03096 -0.16624
H 4.78413 1.58618 0.09229
H 6.14540 2.23238 -2.15413
H 7.07693 -0.69650 -2.12187
H 7.64049 0.64357 -3.08189
C 1.59119 1.12985 -1.46537
C 1.21297 0.57543 -0.03025
C -0.05510 1.24236 0.47818
O -0.95873 0.19356 0.79438
C -0.46287 -0.95203 0.23400
O -0.87768 -2.08957 0.37713
O 0.75040 -0.78134 -0.26676
H 2.39629 1.81877 -1.20983
H 0.81499 1.58407 -2.08124
H 1.85876 0.28857 -2.10471
H 2.03833 0.59608 0.68140
H -0.41340 2.10366 -0.08563
H 0.38862 1.87471 1.24718
C 3.30840 4.55848 3.89666
C 3.42425 3.53021 2.84459
C 4.75469 2.79216 2.84559
O 4.50290 1.43718 2.93712
C 3.18583 1.26406 3.20563
O 2.63617 0.16578 3.31797
O 2.57903 2.43512 3.33998
H 3.65666 5.57627 3.72080
H 3.65045 4.23522 4.87982
H 2.22609 4.61233 4.01417
H 3.07554 3.90167 1.88099
H 5.39461 3.22634 3.61377
H 5.29352 2.96951 1.91483
C 0.67636 -2.84199 2.95533
C -0.68585 -2.76945 3.68660
C -2.01273 -3.13461 2.92012
O -2.67704 -4.05181 3.79365
C -1.92038 -4.17398 4.86207
O -2.44718 -4.86181 5.76224
O -0.67611 -3.69531 4.68272
H 1.58272 -2.76991 3.55651
H 0.85381 -2.07385 2.20262
H 0.58151 -3.71034 2.30336
H -0.87669 -1.81487 4.17698
H -1.94920 -3.61846 1.94547
H -2.72536 -2.32114 2.78397
C -1.90071 6.11436 5.92872
C -2.36492 4.72866 5.42447
C -3.43766 4.79130 4.31199
O -2.90355 4.01138 3.25318
C -1.61391 3.64910 3.59955
O -0.76814 3.25039 2.84829
O -1.29064 4.10482 4.84186
H -1.00129 5.98501 6.53073
H -2.63229 6.58542 6.58521
H -1.79607 6.81419 5.09963
H -2.55072 4.07137 6.27391
H -3.87693 5.71854 3.94407
H -4.29490 4.30603 4.77864

Computed, not measured: a molecular structure, C32H48O28Rb2S, with the ωB97M-V functional and the def2-TZVPD basis.

Summary:
E_HOMO (spin up / spin down)	-12.42 / -12.42	eV
LUMO level (spin up / spin down)	-4.66 / -8.75	eV
strongest force on any atom	5.0	eV/A
net charge	+1
gap between HOMO and LUMO (spin up / spin down)	7.76 / 3.67	eV
multiplicity	2

Element x y z (Å)
Rb 3.44603 -1.80392 2.11807
Rb 0.45318 1.47943 4.12398
S 0.57913 -0.09002 1.08655
O -0.62429 0.38907 1.78478
O 1.73398 0.46663 1.77887
O 0.62973 -1.53731 1.32772
O 0.48018 0.21706 -0.35128
C -3.58820 0.20446 -1.01174
C -2.94992 -1.18225 -0.90896
C -2.95629 -1.72605 0.48902
O -3.82477 -2.84049 0.40942
C -4.26255 -2.98866 -0.85266
O -4.92736 -3.93251 -1.29649
O -3.78135 -2.02504 -1.62134
H -3.61667 0.66266 -2.00034
H -2.94565 0.86427 -0.42876
H -4.61660 0.14808 -0.65490
H -1.92607 -1.21221 -1.28172
H -3.20253 -0.92653 1.18775
H -1.93437 -2.01322 0.73663
C 2.32127 -4.23820 -0.99008
C 1.06069 -5.03918 -0.62140
C -0.19141 -4.20592 -0.46502
O -1.11136 -4.95821 -1.21793
C -0.50915 -5.81488 -2.03670
O -1.00492 -6.43441 -2.98231
O 0.82352 -5.69163 -1.82272
H 2.55062 -3.45345 -0.26919
H 2.35178 -3.80374 -1.98930
H 3.21421 -4.86033 -0.92928
H 1.29368 -5.75942 0.16286
H -0.07822 -3.22736 -0.93161
H -0.29361 -3.89816 0.57562
C 0.46595 3.65732 0.85080
C 0.26578 3.39571 -0.64872
C -1.09669 2.78386 -1.00192
O -1.48139 3.56091 -2.14220
C -0.73289 4.64530 -2.22287
O -1.02748 5.57328 -2.93239
O 0.29997 4.59465 -1.42107
H -0.20870 4.42945 1.22062
H 1.47907 4.02585 1.01158
H 0.41134 2.76845 1.47930
H 1.06083 2.77120 -1.05613
H -1.86120 2.79289 -0.22505
H -1.01760 1.77259 -1.40088
C 0.54733 -3.87846 3.85138
C -0.54399 -3.32531 4.73085
C -1.35255 -2.19678 4.06305
O -2.65910 -2.54910 4.25867
C -2.72080 -3.87397 4.65276
O -3.76730 -4.47430 4.79611
O -1.49534 -4.34612 4.88316
H 1.30122 -3.13665 3.58782
H 0.13008 -4.17622 2.88942
H 0.97817 -4.77147 4.30416
H -0.19905 -3.02123 5.71911
H -1.16170 -2.08382 2.99586
H -1.06355 -1.33858 4.66975
C 3.47965 -0.92228 -3.10154
C 3.06424 0.53699 -2.62886
C 3.78149 1.04685 -1.40526
O 4.29101 2.31830 -1.75707
C 4.25713 2.45708 -3.14250
O 4.77892 3.33699 -3.79132
O 3.46541 1.45414 -3.67182
H 3.00664 -1.21228 -4.03977
H 3.21657 -1.56065 -2.25810
H 4.56681 -0.92600 -3.18024
H 1.97492 0.55964 -2.66016
H 4.60939 0.40188 -1.11084
H 3.05637 1.28581 -0.62731
C -3.29223 1.33121 3.97116
C -3.87638 1.72290 2.64964
C -5.38676 1.84479 2.53490
O -5.60676 3.07695 1.84866
C -4.50709 3.74686 1.68788
O -4.40995 4.80869 1.08982
O -3.53533 3.12032 2.37012
H -3.89979 1.77326 4.76082
H -2.29987 1.74697 4.14566
H -3.36801 0.24524 4.02627
H -3.42801 1.02913 1.93848
H -5.84386 2.02314 3.50822
H -5.80627 0.99217 2.00090
C -0.65935 -2.34041 -3.53272
C -1.06173 -1.29353 -4.54796
C -1.27365 0.03516 -3.95230
O -0.48358 0.96170 -4.71485
C 0.28602 0.26714 -5.57248
O 1.21700 0.71144 -6.27522
O 0.01903 -0.99948 -5.44135
H -0.25187 -1.91415 -2.61601
H -0.13352 -3.16833 -4.00828
H -1.54019 -2.73353 -3.02511
H -1.87184 -1.59183 -5.21341
H -0.95099 -0.02596 -2.91295
H -2.34131 0.24206 -4.02573
C 3.98916 5.21483 0.30375
C 4.51004 4.40337 1.48307
C 3.91494 2.98034 1.63369
O 5.08689 2.17813 1.53393
C 6.18975 2.93843 1.35066
O 7.33281 2.49999 1.27318
O 5.89822 4.20640 1.26457
H 2.93147 5.47438 0.34864
H 4.21193 4.65593 -0.60515
H 4.50236 6.16054 0.12950
H 4.41890 4.90082 2.44864
H 3.16477 2.78133 0.86836
H 3.46335 2.84910 2.61703